Computed, not measured: a structure of composition C30H24ClNO2PPrS2, with wB97M-V/def2-TZVPD.

Cartesian coordinates (Å):
P (1.647, -0.527, -0.554)
H (-4.030, 2.106, -0.500)
C (-6.389, 0.853, 1.942)
C (1.626, -4.384, 0.836)
H (0.556, -2.548, 1.241)
C (3.507, -0.213, 1.555)
O (-4.548, -0.386, -0.626)
H (5.114, 2.509, 2.846)
N (-3.236, -1.209, 1.325)
C (1.301, -0.551, -3.312)
H (0.005, 1.846, -2.169)
C (2.835, 0.399, 0.480)
H (-7.216, 0.539, 1.304)
C (1.623, -0.273, -4.637)
H (3.093, 0.546, -5.997)
C (-5.213, 0.121, 1.917)
H (2.489, 2.280, -0.566)
S (-4.764, -1.054, 0.669)
C (2.189, -0.191, -2.272)
C (-2.946, 2.039, -0.579)
C (3.091, -2.908, -1.038)
C (3.383, -4.257, -0.829)
Cl (-1.711, -2.346, -1.961)
C (-6.462, 1.971, 2.783)
O (-5.452, -2.309, 0.697)
C (-4.214, 1.524, 3.609)
H (4.851, 0.056, 3.215)
H (0.214, 2.375, 0.488)
H (-2.631, 1.610, -2.765)
H (2.865, -6.059, 0.250)
H (3.388, -1.284, 1.728)
C (3.817, 2.535, 1.113)
H (0.357, -1.053, -3.071)
C (-4.122, 0.418, 2.753)
C (2.646, -4.999, 0.099)
C (-2.953, -0.365, 2.366)
C (2.077, -2.286, -0.300)
C (-0.817, 1.924, -1.461)
S (-1.314, -0.259, 2.761)
H (4.134, 0.654, -1.815)
C (-2.018, 2.334, 0.461)
H (-3.359, 1.734, 4.260)
C (-0.706, 2.227, -0.069)
C (-2.206, 1.809, -1.780)
H (4.700, 1.118, -4.174)
H (-2.276, 2.622, 1.478)
H (3.933, 3.608, 0.942)
H (-5.443, 3.187, 4.255)
Pr (-1.637, -0.423, -0.229)
C (3.743, 0.657, -3.935)
C (-5.374, 2.310, 3.605)
C (2.843, 0.333, -4.956)
H (4.183, -4.728, -1.399)
C (2.996, 1.787, 0.268)
C (4.332, 0.543, 2.389)
H (1.049, -4.965, 1.557)
H (-7.363, 2.582, 2.784)
C (4.484, 1.918, 2.178)
H (3.647, -2.337, -1.782)
C (1.344, -3.030, 0.652)
C (3.421, 0.394, -2.600)
H (0.917, -0.528, -5.432)

Multiplicity ... 3
Orbital gap (spin up / spin down) ... 0.266 / 0.265 hartree
Total energy ... -94637.43499 eV